This record from the Open Molecules 2025 dataset describes a 10-piece molecular cluster, H20O10 overall. The level of theory is ωB97M-V/def2-TZVPD.

As for the gap between HOMO and LUMO: 10.29 eV. For the energy relative to the best compared isomer or geometry (same formula, charge and spin), the calculation gives 252.4 kJ/mol. The value obtained for the maximum force is 0.846 eV Å⁻¹. For the total energy, the calculation gives -20799.9970 eV. Its highest occupied orbital energy is -10.637 eV. For the LUMO energy, the calculation gives -0.347 eV.

```
! RIJCOSX wB97M-V def2-TZVPD def2/J DEFGRID3
* xyz 0 1
O -2.822 0.642 -2.054
H -2.165 1.308 -1.767
H -3.164 0.968 -2.893
O 1.897 1.402 -0.367
H 2.059 2.213 -0.861
H 1.570 0.770 -1.027
O -0.073 -3.142 0.256
H -0.345 -4.041 0.467
H -0.498 -2.591 0.926
O -1.295 0.270 3.228
H -0.539 0.218 3.820
H -0.922 0.126 2.327
O 2.962 -1.486 0.751
H 3.529 -1.711 0.006
H 2.127 -1.949 0.574
O -0.628 -0.868 -2.798
H -1.487 -0.627 -2.384
H -0.756 -0.709 -3.738
O -3.001 -1.325 0.048
H -2.891 -0.576 -0.559
H -3.281 -0.929 0.881
O 4.246 1.108 1.966
H 4.225 1.871 2.553
H 3.319 0.912 1.783
O -0.891 2.293 -1.020
H -1.269 2.983 -0.460
H 0.007 2.583 -1.197
O -0.054 -0.135 0.821
H 0.677 0.502 0.729
H -0.535 -0.079 -0.014
*
```


This record from the Open Molecules 2025 dataset describes a 9-piece molecular cluster, C35H49N5O7 overall in a non-equilibrium geometry. The level of theory is ωB97M-V/def2-TZVPD.

As for the gap between HOMO and LUMO: 8.34 eV. For the energy relative to the best compared isomer or geometry (same formula, charge and spin), the calculation gives 0.0 kJ/mol. The value obtained for the maximum force is 1.790 eV Å⁻¹. For the total energy, the calculation gives -58871.9033 eV. Its highest occupied orbital energy is -7.978 eV. For the LUMO energy, the calculation gives 0.358 eV.

```
! RIJCOSX wB97M-V def2-TZVPD def2/J DEFGRID3
* xyz 0 1
O -37.223 1.797 16.449
C -37.597 2.460 15.523
O -37.223 2.213 14.267
C -37.708 3.199 13.341
C -38.437 4.243 14.188
C -38.576 3.617 15.595
H -38.417 2.698 12.680
H -36.884 3.605 12.756
H -39.352 4.476 13.644
H -37.875 5.174 14.280
H -39.597 3.253 15.698
H -38.344 4.352 16.354
O -32.039 3.262 13.288
C -32.734 2.405 13.784
O -32.698 1.139 13.431
C -33.610 0.336 14.175
C -33.929 1.175 15.440
C -33.706 2.599 14.933
H -33.142 -0.608 14.442
H -34.536 0.189 13.623
H -33.201 0.948 16.222
H -34.927 0.956 15.813
H -33.285 3.222 15.720
H -34.658 3.033 14.623
O -27.511 4.747 11.539
C -28.299 3.998 11.014
O -28.044 3.313 9.897
C -29.168 2.520 9.467
C -30.274 2.708 10.547
C -29.642 3.614 11.593
H -28.885 1.474 9.436
H -29.517 2.989 8.551
H -30.549 1.744 10.971
H -31.136 3.186 10.083
H -29.480 3.140 12.560
H -30.197 4.509 11.869
N -40.461 -0.458 5.927
C -40.650 -0.613 7.266
C -39.826 0.272 7.899
C -39.103 1.014 6.933
C -39.551 0.548 5.716
H -40.947 -0.875 5.157
H -41.315 -1.374 7.642
H -39.691 0.262 8.972
H -38.407 1.809 7.132
H -39.312 0.872 4.716
N -37.392 -1.402 11.118
C -38.159 -2.260 10.377
C -38.582 -3.281 11.206
C -38.145 -2.967 12.508
C -37.333 -1.862 12.400
H -36.846 -0.662 10.722
H -38.251 -2.115 9.313
H -39.142 -4.131 10.853
H -38.330 -3.455 13.451
H -36.808 -1.319 13.170
N -34.401 -2.601 6.453
C -35.599 -2.037 6.085
C -36.105 -1.364 7.170
C -35.124 -1.427 8.178
C -34.100 -2.226 7.736
H -33.811 -3.177 5.887
H -35.970 -2.175 5.083
H -37.061 -0.866 7.216
H -35.255 -1.017 9.167
H -33.277 -2.660 8.281
N -31.966 -3.127 11.700
C -32.501 -1.891 11.411
C -31.668 -1.314 10.500
C -30.647 -2.226 10.148
C -30.907 -3.380 10.853
H -32.448 -3.826 12.234
H -33.440 -1.586 11.842
H -31.738 -0.317 10.095
H -29.882 -2.028 9.418
H -30.470 -4.364 10.853
N -36.088 6.283 10.341
C -36.352 6.388 11.680
C -35.317 5.817 12.385
C -34.435 5.273 11.435
C -34.950 5.523 10.181
H -36.616 6.610 9.557
H -37.242 6.914 11.988
H -35.339 5.673 13.452
H -33.471 4.805 11.575
H -34.591 5.297 9.190
C -36.539 2.094 9.890
C -35.287 1.530 10.521
O -35.285 0.987 11.608
C -33.960 1.789 9.852
H -37.237 2.424 10.654
H -37.001 1.353 9.234
H -36.230 2.944 9.279
H -33.129 1.302 10.352
H -33.794 2.863 10.008
H -33.962 1.565 8.785
*
```


This record from the Open Molecules 2025 dataset describes a 28-piece molecular cluster, C9H68Cl2FO29PS overall in a non-equilibrium geometry. The level of theory is ωB97M-V/def2-TZVPD.

As for the gap between HOMO and LUMO: 9.15 eV. The value obtained for the maximum force is 6.571 eV Å⁻¹. For the total energy, the calculation gives -117698.5728 eV. Its highest occupied orbital energy is -9.691 eV. For the LUMO energy, the calculation gives -0.537 eV.

```
! RIJCOSX wB97M-V def2-TZVPD def2/J DEFGRID3
* xyz 0 1
C -0.452 -2.018 1.267
C -0.186 -0.713 0.580
Cl 1.062 -0.692 -0.618
C -0.839 0.426 0.848
Cl -2.083 0.272 2.087
C -0.572 1.815 0.212
C 0.839 2.253 0.668
C -1.628 2.810 0.688
C -1.485 4.223 0.108
C -0.482 5.142 0.755
F -2.761 4.814 0.274
O -0.517 1.742 -1.235
C -1.677 1.675 -1.920
O -1.938 2.439 -2.805
P -2.850 0.244 -1.670
S -2.277 -1.396 -2.547
H 0.013 -2.006 2.253
H -1.524 -2.173 1.343
H -0.070 -2.860 0.693
H 1.346 2.780 -0.136
H 1.439 1.415 1.000
H 0.748 2.902 1.534
H -1.532 2.870 1.768
H -2.648 2.468 0.489
H -1.331 4.165 -0.969
H -0.661 6.148 0.373
H 0.530 4.899 0.448
H -0.585 5.170 1.837
H -4.037 0.742 -2.221
H -3.146 0.111 -0.306
O -3.088 -3.601 2.356
H -3.174 -4.532 2.111
H -3.976 -3.233 2.290
O -5.557 4.697 -0.456
H -5.032 3.922 -0.223
H -6.006 4.443 -1.272
O -1.674 -6.151 1.713
H -0.882 -6.184 2.260
H -1.755 -7.049 1.354
O 1.238 0.962 3.707
H 0.412 0.622 3.350
H 0.987 1.719 4.249
O -1.864 3.800 3.833
H -2.704 3.432 3.538
H -2.114 4.574 4.350
O 3.696 -0.585 -2.660
H 2.946 -0.687 -2.069
H 4.454 -0.980 -2.201
O 0.847 4.795 4.851
H -0.017 4.464 4.582
H 0.671 5.578 5.380
O -6.598 6.427 -2.740
H -6.179 6.297 -1.883
H -7.053 7.270 -2.655
O -2.085 -2.563 5.011
H -2.343 -2.744 4.096
H -1.197 -2.196 4.948
O 2.969 2.247 -2.531
H 3.275 1.405 -2.897
H 2.009 2.170 -2.590
O -3.336 -7.484 4.145
H -2.809 -6.830 3.665
H -2.740 -7.824 4.819
O 0.240 -3.788 -1.670
H -0.422 -3.090 -1.583
H 1.069 -3.313 -1.788
O 6.368 -0.493 -1.733
H 6.424 0.270 -2.319
H 7.155 -1.000 -1.969
O 8.314 0.497 -3.499
H 8.349 1.265 -4.079
H 9.097 -0.024 -3.731
O -2.792 -1.835 8.068
H -3.464 -2.485 8.295
H -2.642 -1.970 7.125
O -2.577 -8.908 1.465
H -3.348 -8.712 2.014
H -2.071 -9.531 2.000
O -4.820 -2.373 -4.635
H -4.052 -2.232 -4.066
H -4.657 -3.228 -5.050
O -2.986 4.637 -2.068
H -2.768 3.767 -2.422
H -3.937 4.715 -2.154
O 8.502 -2.615 -3.114
H 9.077 -3.356 -2.899
H 7.997 -2.910 -3.879
O -0.641 6.155 -1.066
H -0.263 6.670 -1.786
H -1.424 5.744 -1.458
O 0.462 -9.389 0.860
H -0.440 -9.364 0.526
H 1.008 -9.341 0.069
O 1.653 4.923 -2.422
H 1.433 5.156 -1.513
H 2.128 4.088 -2.353
O 7.620 3.408 -3.119
H 6.868 3.288 -2.530
H 8.356 2.996 -2.654
O 4.652 -0.104 0.633
H 3.764 -0.360 0.371
H 5.102 0.129 -0.194
O 10.877 -0.375 -4.464
H 11.030 -1.322 -4.390
H 11.661 -0.027 -4.898
O -4.998 -5.587 -5.633
H -4.859 -6.490 -5.935
H -5.949 -5.456 -5.687
O -4.354 -0.701 4.346
H -3.867 0.025 3.946
H -3.751 -1.056 5.014
*
```


This record from the Open Molecules 2025 dataset describes a 8-piece molecular cluster, C25H57BNO11 overall. The level of theory is ωB97M-V/def2-TZVPD.

As for the gap between HOMO and LUMO: 6.68 eV. For the energy relative to the best compared isomer or geometry (same formula, charge and spin), the calculation gives 0.0 kJ/mol. The value obtained for the maximum force is 0.686 eV Å⁻¹. For the total energy, the calculation gives -51537.2191 eV. Its highest occupied orbital energy is -4.849 eV. For the LUMO energy, the calculation gives 1.829 eV.

```
! RIJCOSX wB97M-V def2-TZVPD def2/J DEFGRID3
* xyz -1 1
C 2.523 4.298 0.911
C 2.668 4.350 -0.585
O 2.358 5.311 -1.241
O 3.253 3.282 -1.168
C 2.749 1.967 -0.788
C 2.732 1.060 -1.997
C 2.787 -0.423 -1.594
B 1.648 -0.907 -0.509
C 0.358 -1.605 -1.265
C -0.959 -0.843 -1.093
C -1.828 -1.390 0.048
O -1.650 -0.880 -2.359
C -2.861 -0.156 -2.407
C -2.759 1.235 -1.825
C -1.887 2.164 -2.376
C -1.741 3.423 -1.823
C -2.480 3.766 -0.700
C -3.355 2.847 -0.153
C -3.494 1.585 -0.707
N 2.310 -1.898 0.586
C 1.269 -2.390 1.498
C 3.275 -1.196 1.297
C 2.862 -0.345 2.485
O 4.456 -1.206 0.979
H 1.962 5.167 1.240
H 1.977 3.403 1.206
H 3.490 4.266 1.407
H 1.743 2.072 -0.390
H 3.362 1.552 0.015
H 1.856 1.289 -2.609
H 3.605 1.316 -2.608
H 3.804 -0.623 -1.241
H 2.680 -0.998 -2.520
H 1.218 0.074 0.128
H 0.548 -1.620 -2.343
H 0.223 -2.653 -0.982
H -0.668 0.186 -0.873
H -1.442 -2.331 0.432
H -2.866 -1.556 -0.241
H -1.822 -0.690 0.888
H -3.683 -0.685 -1.921
H -3.131 -0.068 -3.462
H -1.295 1.879 -3.239
H -1.032 4.111 -2.265
H -2.352 4.746 -0.257
H -3.915 3.121 0.735
H -4.159 0.862 -0.254
H 0.749 -3.227 1.038
H 1.696 -2.738 2.442
H 0.521 -1.621 1.739
H 2.777 -0.938 3.395
H 1.896 0.130 2.304
H 3.615 0.426 2.630
C 5.536 5.993 3.589
O 4.878 4.796 3.202
H 4.798 6.613 4.094
H 6.360 5.797 4.280
H 5.919 6.541 2.724
H 5.519 4.234 2.757
C -5.907 -2.324 -0.263
O -5.633 -1.885 -1.588
H -5.373 -1.661 0.415
H -6.976 -2.276 -0.045
H -5.558 -3.350 -0.106
H -6.103 -2.460 -2.197
C -4.381 0.974 2.988
O -5.185 0.631 1.867
H -3.836 0.077 3.272
H -3.656 1.754 2.741
H -4.990 1.301 3.837
H -5.674 1.411 1.590
C 6.303 2.167 -0.862
O 6.247 3.033 -1.988
H 7.243 1.623 -0.912
H 6.269 2.733 0.076
H 5.477 1.452 -0.874
H 5.393 3.479 -1.953
C 6.298 -3.718 -0.241
O 6.097 -2.706 -1.206
H 7.258 -4.196 -0.440
H 6.314 -3.298 0.768
H 5.512 -4.479 -0.290
H 5.256 -2.283 -0.980
C -9.947 -4.014 -0.020
O -8.742 -4.302 -0.715
H -10.259 -3.018 -0.326
H -10.740 -4.722 -0.273
H -9.798 -4.015 1.063
H -8.446 -5.178 -0.456
C -1.324 -5.351 -0.826
O -1.571 -4.756 0.441
H -0.336 -5.025 -1.141
H -1.336 -6.444 -0.769
H -2.051 -5.021 -1.573
H -2.446 -5.020 0.735
*
```


This record from the Open Molecules 2025 dataset describes C41H58BrMnN2O4 as an isolated structure. The level of theory is ωB97M-V/def2-TZVPD.

As for the gap between HOMO and LUMO (spin up / spin down): 6.96 / 7.15 eV. For the energy relative to the best compared isomer or geometry (same formula, charge and spin), the calculation gives 3.6 kJ/mol. The value obtained for the maximum force is 0.590 eV Å⁻¹. For the total energy, the calculation gives -155998.5115 eV. Its highest occupied orbital energy (spin up / spin down) is -4.491 / -4.679 eV. For the LUMO energy (spin up / spin down), the calculation gives 2.472 / 2.471 eV.

```
! RIJCOSX wB97M-V def2-TZVPD def2/J DEFGRID3
* xyz -1 6
Mn -0.599 -0.203 -1.106
C 2.413 -0.688 -1.780
N 1.802 0.236 -0.833
C 2.281 1.590 -1.081
C 2.116 -0.181 0.536
C 1.197 0.438 1.584
N -0.207 0.122 1.340
C -0.644 -1.114 2.010
C 0.175 -2.352 1.770
C 0.749 -3.020 2.831
C 1.448 -4.216 2.656
C 1.490 -4.718 1.362
C 0.918 -4.091 0.251
C 0.292 -2.837 0.438
O -0.149 -2.101 -0.531
C 1.013 -4.816 -1.102
C 0.262 -4.123 -2.245
C 0.402 -6.223 -0.964
C 2.486 -4.957 -1.517
C 2.092 -4.911 3.854
C 3.088 -3.960 4.532
C 1.008 -5.304 4.869
C 2.849 -6.178 3.454
C -1.132 1.191 1.757
C -0.845 2.572 1.240
C -0.661 3.621 2.124
C -0.546 4.938 1.692
C -0.680 5.158 0.321
C -0.857 4.140 -0.614
C -0.875 2.797 -0.158
O -0.937 1.789 -0.974
C -1.109 4.438 -2.096
C -2.465 3.837 -2.493
C -1.156 5.939 -2.401
C -0.017 3.823 -2.982
C -0.328 6.062 2.705
C -0.179 7.428 2.033
C -1.523 6.132 3.667
C 0.947 5.790 3.514
H 3.511 -0.702 -1.687
H 2.153 -0.394 -2.798
H 2.026 -1.689 -1.599
H 3.369 1.659 -0.912
H 1.776 2.306 -0.436
H 2.071 1.867 -2.111
H 3.159 0.089 0.778
H 2.044 -1.265 0.587
H 1.312 1.523 1.576
H 1.517 0.085 2.576
H -1.670 -1.298 1.674
H -0.684 -0.936 3.099
H 0.645 -2.589 3.824
H 2.004 -5.655 1.194
H -0.791 -3.975 -2.006
H 0.334 -4.758 -3.134
H 0.672 -3.144 -2.485
H -0.639 -6.153 -0.646
H 0.935 -6.840 -0.240
H 0.432 -6.738 -1.928
H 2.946 -3.975 -1.645
H 2.562 -5.494 -2.467
H 3.065 -5.503 -0.770
H 2.595 -3.052 4.882
H 3.872 -3.666 3.831
H 3.556 -4.443 5.394
H 0.455 -4.429 5.212
H 1.454 -5.790 5.742
H 0.294 -5.993 4.414
H 3.643 -5.960 2.737
H 2.182 -6.920 3.011
H 3.307 -6.626 4.339
H -1.182 1.233 2.858
H -2.124 0.885 1.405
H -0.628 3.392 3.186
H -0.642 6.174 -0.037
H -3.268 4.302 -1.917
H -2.480 2.763 -2.308
H -2.657 4.013 -3.555
H -1.946 6.444 -1.841
H -1.361 6.077 -3.465
H -0.205 6.430 -2.179
H 0.006 2.743 -2.862
H 0.962 4.234 -2.723
H -0.218 4.055 -4.033
H -1.083 7.708 1.489
H 0.659 7.439 1.334
H 0.004 8.191 2.794
H -2.444 6.327 3.115
H -1.382 6.930 4.402
H -1.650 5.192 4.207
H 1.815 5.743 2.853
H 0.885 4.842 4.050
H 1.114 6.584 4.248
Br -7.094 -1.587 -4.918
C -5.209 -1.443 -5.153
C -4.681 -1.619 -6.421
C -3.307 -1.511 -6.591
C -2.487 -1.228 -5.509
C -3.036 -1.059 -4.246
C -4.409 -1.168 -4.061
C -2.149 -0.756 -3.064
O -2.658 -0.730 -1.920
O -0.924 -0.538 -3.285
H -5.331 -1.836 -7.257
H -2.882 -1.646 -7.578
H -1.415 -1.131 -5.617
H -4.817 -1.038 -3.068
*
```


Question: Look up the maximum force of the second one.
Answer: 1.790 eV Å⁻¹


Question: Look up the maximum force of the second one.
Answer: 1.790 eV Å⁻¹